18
Properties=species:S:1:pos:R:3:forces:R:3:mulliken_charge:R:1 method="wB97M-V/def2-TZVPD" e_homo_ev=-6.5567 gap_ha=0.2237 energy_ev=-21199.326 total_charge=0
C -2.721231 1.017366 -0.891366 2.8 -2.8 3.3 -0.56
C -3.056125 1.012419 0.528353 2.4 0.4 0.4 -0.46
C -1.570311 0.275106 -1.028832 -3.0 1.6 1.6 -0.42
C -1.992388 0.432326 1.146726 -0.7 -0.8 1.9 -0.24
C 0.051211 -0.631253 0.428881 4.8 -0.9 0.3 0.54
C 2.438254 -1.066619 0.640379 1.4 -2.0 0.3 -0.28
C 2.796524 -0.308701 -0.606094 1.5 0.8 -3.2 -0.73
N 1.014404 -1.265793 0.681581 -2.1 1.4 0.6 -0.19
N -1.090978 -0.169060 0.218919 -4.5 2.6 -0.7 0.13
S 2.148091 1.411344 -0.787996 -0.7 -1.3 0.7 -0.48
H -3.251549 1.322474 -1.681450 -1.9 1.3 -2.7 0.51
H -3.722076 1.572756 1.174849 -0.4 -0.1 -0.7 0.37
H -1.222580 -0.038277 -1.913808 1.9 -1.1 -2.7 0.45
H -1.848279 0.328433 2.238454 0.2 0.0 -1.0 0.32
H 2.694270 -2.150758 0.642018 1.0 0.7 -0.4 0.28
H 2.919803 -0.659429 1.553321 -1.1 0.2 -0.3 0.22
H 3.933945 -0.173615 -0.810951 -1.7 -0.7 1.1 0.29
H 2.479011 -0.908724 -1.532990 0.2 0.6 1.4 0.24

---

41
Properties=species:S:1:pos:R:3:forces:R:3:lowdin_spin:R:1 method="wB97M-V/def2-TZVPD" e_homo_ev="-10.9300 / -10.9302" gap_ha="0.2027 / 0.2024" energy_ev=-217273.742 total_charge=+1 spin_multiplicity=2 s2=0.76
C 1.652305 -3.887417 0.206264 -0.3 -0.2 0.0 0.59
C 0.726495 -3.672768 -0.863772 1.2 1.8 -1.0 0.14
C 1.024252 -2.666503 -1.896742 -0.7 -4.4 0.2 0.13
In 0.348143 -0.685327 -0.956598 -1.3 1.5 0.4 0.02
Cl 0.457000 -0.997958 1.474208 0.3 -0.2 -0.7 0.01
C -1.670372 -0.174364 -1.755229 -0.6 -0.4 -0.4 0.02
C -2.879883 -0.625439 -0.863454 0.2 -0.3 0.4 0.00
C -3.049271 0.160611 0.486425 0.7 0.0 -0.2 0.00
C -2.806922 1.705245 0.391039 -0.2 -0.3 1.2 0.00
C -2.675922 2.300799 1.855395 -1.1 0.5 -0.9 0.00
O -1.334487 2.292887 2.337682 -0.5 -0.7 0.2 0.00
C -1.141781 1.346012 3.377738 0.4 -0.6 0.9 0.00
C 1.716829 1.054460 -1.446004 1.6 0.4 0.5 0.01
Br 1.111039 2.526163 -0.235673 -0.2 -0.4 -0.8 0.01
C 3.206923 0.741520 -1.096581 -2.2 -1.3 1.9 0.00
C 3.613091 1.050439 0.385425 1.7 -0.5 -0.7 0.00
Br 4.372835 1.747135 -2.422817 0.3 0.6 -0.2 0.00
H 1.298619 -3.747248 1.247462 0.3 -0.6 -0.7 0.02
H 2.707172 -4.142080 -0.015397 -0.7 0.6 0.3 0.03
H -0.228071 -4.242097 -0.868132 0.3 1.0 0.3 0.01
H 2.095417 -2.688090 -2.189960 -0.6 0.6 0.4 0.01
H 0.329296 -2.881955 -2.743865 0.6 0.8 0.4 0.01
H -1.739137 0.909094 -2.021561 0.3 -0.8 0.3 0.00
H -1.764892 -0.731650 -2.726351 0.2 0.4 0.7 0.00
H -2.694556 -1.697887 -0.582309 -0.4 0.7 -0.3 0.00
H -3.835461 -0.611222 -1.448045 0.8 0.1 0.3 0.00
H -2.291209 -0.244749 1.199374 -0.5 0.3 -0.5 0.00
H -4.044728 -0.054906 0.950984 0.7 0.2 -0.5 0.00
H -3.673016 2.191899 -0.124431 0.8 -0.2 0.3 0.00
H -1.840538 1.946970 -0.107092 -0.8 -0.2 0.1 0.00
H -3.379023 1.762501 2.543393 0.7 0.3 -0.4 0.00
H -3.035636 3.361576 1.820199 0.5 -0.7 0.1 0.00
H -0.050125 1.225052 3.585527 -0.8 0.3 -0.4 0.00
H -1.625658 1.646783 4.342006 0.2 0.0 -0.7 0.00
H -1.518277 0.323087 3.134828 0.2 0.8 -0.1 0.00
H 1.591638 1.437012 -2.479932 -0.1 -0.4 0.7 0.00
H 3.417180 -0.342932 -1.242768 0.2 1.0 -0.6 0.00
H 4.549997 0.460759 0.572442 -0.7 0.5 -0.1 0.00
H 3.875686 2.114940 0.542298 -0.5 -0.6 0.0 0.00
H 2.865385 0.683999 1.118818 0.1 0.4 -0.7 0.00
Cu 6.319665 1.105647 -3.484796 0.0 -0.1 0.2 0.00

---

16
Properties=species:S:1:pos:R:3:forces:R:3:mulliken_charge:R:1 method="wB97M-V/def2-TZVPD" e_homo_ev=-8.3547 gap_ha=0.3166 energy_ev=-15706.634 total_charge=0
C -0.718705 -1.296043 1.554832 -0.1 3.9 0.7 0.34
C -2.060873 0.422284 0.526193 -0.3 -1.3 3.1 -1.00
C 1.571705 -0.555106 -2.133807 -0.5 -0.4 0.6 -0.55
C -0.896726 0.128166 1.491716 2.5 2.0 0.0 -0.41
N -0.514932 -2.402775 1.542058 0.5 -3.7 -0.1 -0.49
O 1.223347 -0.135024 -0.835156 0.4 -1.1 0.8 -0.06
Si 1.310247 0.821714 0.456126 -5.4 0.1 -0.7 0.32
H -2.933713 -0.163075 0.980002 0.7 1.1 -1.1 0.29
H -2.265518 1.445450 0.372230 -0.4 1.2 0.1 0.33
H -1.748997 0.013391 -0.370248 0.1 -1.0 -2.1 0.27
H 2.214580 -1.422891 -2.176749 0.2 -0.3 0.5 0.26
H 2.070837 0.259819 -2.526394 1.2 1.5 -1.5 0.30
H 0.694201 -0.770038 -2.737499 -0.3 0.1 0.2 0.23
H -0.827624 0.749210 2.463426 -0.4 -1.5 -1.4 0.33
H 0.591194 2.081765 -0.144718 1.4 -0.4 0.9 -0.08
H 2.290976 0.823153 1.537988 0.5 0.0 -0.2 -0.07

---

12
Properties=species:S:1:pos:R:3:forces:R:3:lowdin_spin:R:1 method="wB97M-V/def2-TZVPD" e_homo_ev="-5.0075 / -10.0199" gap_ha="0.2187 / 0.2650" energy_ev=-8690.436 total_charge=0 spin_multiplicity=3 s2=2.03
C 0.365954 -0.998219 0.657237 -0.1 -6.0 -4.1 0.45
C 0.701208 0.036552 1.442619 1.6 5.2 3.5 0.63
C -2.586179 0.221024 -1.268144 0.2 0.9 -0.4 0.01
C -1.576327 0.550694 -1.828161 0.6 -1.1 0.2 0.01
N 1.270645 -1.170024 -0.333244 -4.2 -3.1 0.9 0.02
N 1.642540 0.652662 0.639218 0.0 5.2 3.2 0.31
N 1.971544 -0.129617 -0.352069 4.7 0.7 -3.8 0.50
H -0.264670 -1.789072 0.917839 -1.1 -1.0 0.0 0.02
H 0.402774 0.493767 2.348600 -0.5 -0.1 0.5 0.04
H -3.552936 0.184556 -0.862915 -0.6 -0.3 0.4 0.00
H 2.210675 1.472306 0.869692 -0.4 -0.9 -0.2 0.01
H -0.585229 0.475371 -2.230674 -0.2 0.4 -0.1 0.00

---

40
Properties=species:S:1:pos:R:3:forces:R:3:lowdin_spin:R:1 method="wB97M-V/def2-TZVPD" e_homo_ev="0.3299 / -6.1401" gap_ha="0.0845 / 0.3184" energy_ev=-23928.577 total_charge=-1 spin_multiplicity=2 s2=0.75
N -0.236101 -1.462696 -0.995402 0.8 0.1 0.2 0.03
C -0.972461 -0.993580 0.165401 1.0 0.4 -0.6 0.02
C -2.275801 -0.271026 -0.132514 -2.0 0.6 1.0 0.01
O -2.421447 0.176428 -1.476342 0.3 -0.3 -0.7 0.01
C -0.002437 -0.139816 1.026945 -0.6 -0.5 0.8 0.02
N 0.372557 -0.939990 2.214176 -0.2 0.5 -0.8 0.01
C 1.529501 -0.387002 2.912320 0.1 -1.0 -0.2 0.05
H 0.417241 -0.759602 -1.310416 0.1 -0.2 -0.1 0.02
H -0.693832 -1.806489 -1.824163 -0.6 -0.1 0.3 0.01
H -1.162447 -1.856296 0.800639 -0.6 -0.1 0.0 0.00
H -3.127454 -0.876189 0.199571 0.0 -0.6 -0.7 0.00
H -2.478893 0.612004 0.482110 0.8 -0.3 0.1 0.00
H -3.327347 0.174837 -1.802935 0.1 -0.1 0.5 0.00
H -0.545399 0.740002 1.383231 0.2 0.2 -0.1 0.00
H 0.904441 0.193108 0.512132 -0.1 -0.1 -0.4 0.02
H 0.513232 -1.880128 1.872207 0.5 -0.1 0.1 0.02
H 1.138341 0.193817 3.743048 0.5 0.3 0.2 0.00
H 2.230366 0.159296 2.272896 -0.4 0.5 -0.1 0.02
H 2.171968 -1.208709 3.239051 -0.3 0.0 0.5 0.03
H -1.587964 2.703867 0.287173 -0.4 0.4 0.3 0.00
H -2.746414 3.255078 1.222950 0.3 0.1 -0.1 0.00
O -2.455687 2.501857 0.703138 0.0 0.2 0.0 0.01
H 3.133942 1.250761 -1.817945 0.2 0.2 0.0 0.05
H 1.706993 1.447671 -1.476076 0.0 0.2 -0.1 0.02
O 2.460587 1.950446 -1.810827 0.2 -0.5 0.0 0.09
H -0.065977 2.008516 -0.846277 0.1 0.1 -0.4 0.01
H 0.265070 3.484636 -1.182279 0.1 -0.2 -0.2 0.01
O 0.066340 2.882919 -0.457143 -0.4 0.0 0.4 0.02
H 2.281296 -1.726810 -2.566619 -0.2 -0.6 0.5 0.03
H 2.056666 -0.658279 -3.526249 -0.3 -0.1 -0.3 0.02
O 1.633351 -1.491217 -3.250428 0.7 0.7 -0.2 0.07
H -1.200302 0.509566 -2.732960 0.3 -0.1 -0.1 0.00
H -0.022792 -0.169833 -3.471110 0.0 -0.1 0.1 0.01
O -0.454654 0.682291 -3.338462 -0.2 0.3 0.0 0.02
H 3.705153 -2.301283 0.339098 0.2 0.2 -0.2 0.08
H 2.441380 -3.063966 0.078573 -0.3 0.0 -0.2 0.06
O 3.030886 -2.425091 -0.353425 0.1 0.0 0.2 0.20
H -2.582469 -0.759173 3.535109 0.0 0.0 0.2 0.00
H -1.499009 0.253757 3.384465 0.2 -0.1 0.1 0.00
O -2.200421 -0.003683 3.997341 -0.2 0.0 -0.3 0.00

---

17
Properties=species:S:1:pos:R:3:forces:R:3:mulliken_charge:R:1 method="wB97M-V/def2-TZVPD" e_homo_ev="-8.8852 / -8.5099" gap_ha="0.2897 / 0.3006" energy_ev=-81967.817 total_charge=0
C -0.549925 -2.497303 1.209695 1.2 0.1 1.2 0.42
C 0.170614 2.681865 0.000454 -0.8 2.9 0.8 -0.29
C 0.605418 2.051044 -1.115831 -0.7 -3.1 -1.2 -0.37
C -0.592206 1.997635 0.998245 2.2 -1.1 -0.2 -0.66
C 0.276719 0.633760 -1.247826 1.4 1.0 -0.4 -0.44
C -0.500632 0.615123 1.048478 -0.5 -0.4 -1.4 -0.48
C -0.111334 0.022445 -0.140523 -0.6 -0.7 1.6 0.44
C -0.046859 -2.806680 -0.027016 -0.9 1.1 -1.9 0.27
N -0.839586 -2.150615 2.274207 -0.4 -0.3 0.4 -0.54
O 1.160578 -3.171804 -0.370817 1.6 -0.9 1.4 -0.54
Br -1.377336 -3.172535 -1.263855 -0.8 -0.2 -0.9 -0.06
H 0.378040 3.821796 0.062211 -0.6 -2.1 0.1 0.25
H 1.112213 2.444068 -1.976875 0.2 0.8 0.1 0.37
H -0.990813 2.381750 1.889899 -0.4 1.4 0.8 0.39
H 0.463201 -0.024794 -2.083910 0.3 0.6 -0.7 0.37
H -0.804672 -0.030782 1.857267 -0.3 0.4 0.4 0.47
H 1.646579 -2.794975 -1.113803 -0.8 0.5 -0.1 0.41

---

9
Properties=species:S:1:pos:R:3:forces:R:3:mulliken_charge:R:1 method="wB97M-V/def2-TZVPD" e_homo_ev=-10.8718 gap_ha=0.3458 energy_ev=-10214.860 total_charge=0 smiles="N#C/C(C=O)=N/O"
C -0.038470 0.322346 -0.084845 3.2 0.8 -0.9 0.46
C -1.103162 -0.599396 0.142878 -0.5 -2.8 1.7 0.09
C -0.416418 1.703522 0.068516 1.2 -3.3 -1.3 0.21
H 2.412875 -1.131762 -0.376106 1.1 -1.3 0.0 0.41
H -0.811109 -1.697956 0.456031 -0.8 1.8 -0.8 0.31
N 1.204145 0.047678 -0.413983 -2.7 0.0 1.9 -0.38
N -0.548325 2.807109 0.205500 -0.7 3.7 0.6 -0.34
O 1.516124 -1.299476 -0.104195 -0.3 1.8 -1.1 -0.33
O -2.215660 -0.152064 0.106204 -0.6 -0.6 0.0 -0.42

---

24
Properties=species:S:1:pos:R:3:forces:R:3:mulliken_charge:R:1 method="wB97M-V/def2-TZVPD" e_homo_ev=-9.3133 gap_ha=0.3708 energy_ev=-13077.379 total_charge=0 smiles="CNC(C)=O.c1ccccc1"
C -0.842100 -0.053554 0.122848 -1.7 -4.4 2.2 -0.28
C -0.278769 -0.856908 -0.904686 -3.0 -0.9 0.3 0.64
C -0.736396 -2.121001 -1.033881 0.3 0.2 0.4 -0.83
C -1.706643 -2.724412 -0.245267 0.8 -2.3 -2.6 -0.38
C -2.175157 -2.072178 0.770645 -2.7 3.3 3.2 -0.35
C -1.638753 -0.716821 1.051654 -2.6 -1.4 -0.1 -1.03
C 1.952807 0.989612 1.741352 2.9 -0.3 -0.3 -0.90
C 1.591680 1.663811 0.428412 -0.9 -1.0 1.5 0.71
C 0.461339 1.412474 -1.674670 1.7 1.5 0.1 -0.93
H -0.422316 0.827981 0.400297 0.0 2.5 0.6 0.59
H 0.311860 -0.414526 -1.683378 -0.4 -1.5 -0.1 0.17
H -0.231517 -2.635371 -1.750374 0.9 -1.9 -2.3 0.42
H -2.145971 -3.694602 -0.479360 0.4 0.1 -0.3 0.34
H -3.166869 -2.501395 1.197258 2.1 1.1 0.2 0.24
H -2.170429 -0.288045 1.935306 1.1 0.3 -0.9 0.28
H 2.196685 -0.164593 1.761425 -0.7 2.4 -0.3 0.25
H 1.159368 1.270562 2.407009 -0.1 -0.1 0.6 0.26
H 2.909505 1.567298 1.975239 -1.2 -1.0 0.5 0.36
H 1.134750 -0.148575 -0.418120 1.6 0.5 0.8 0.47
H 0.875325 2.501644 -1.745467 -1.5 -2.0 0.0 0.35
H 0.754222 0.868303 -2.586639 -0.2 0.6 0.0 0.31
H -0.677869 1.218929 -1.484573 2.4 1.4 -0.5 0.40
N 1.334190 0.827614 -0.552999 0.2 1.4 -3.8 -0.44
O 1.295735 2.834118 0.350492 0.6 1.3 0.6 -0.66

---

| no. | molar mass (g/mol) |
| --- | --- |
| 1 | 152.2 |
| 2 | 556.9 |
| 3 | 115.2 |
| 4 | 95.1 |
| 5 | 230.3 |
| 6 | 212.0 |
| 7 | 98.1 |
| 8 | 151.2 |